# 1
# C26H26N4NaO3S4

A molecular structure, C26H26N4NaO3S4 in a non-equilibrium geometry (wB97M-V/def2-TZVPD, OMol25).

Last column: Mulliken charge in e.
Element x y z (Å)
Na  1.646  0.445  -1.732  1.014
C  4.071  -0.507  0.314  -0.848
O  2.962  0.406  0.250  -0.215
C  2.689  1.078  1.405  0.895
C  3.474  0.951  2.548  -0.684
C  3.145  1.637  3.714  -0.663
C  2.037  2.470  3.734  -0.940
C  1.262  2.609  2.586  -0.245
C  1.560  1.916  1.413  0.191
N  0.796  1.953  0.210  0.116
N  -0.263  2.583  0.351  -0.228
C  -1.158  2.677  -0.670  -0.375
C  -0.998  2.067  -1.969  0.747
O  -0.049  1.331  -2.257  -0.887
C  -2.031  2.342  -2.965  -0.896
C  -3.105  3.097  -2.689  -0.796
C  -3.329  3.662  -1.375  0.790
C  -4.498  4.391  -1.089  -0.820
C  -4.732  4.901  0.168  -0.466
C  -3.777  4.688  1.175  -0.744
C  -2.625  3.983  0.913  -0.220
C  -2.365  3.447  -0.370  0.719
H  5.015  0.037  0.423  0.357
H  4.075  -1.079  -0.616  -0.043
H  3.947  -1.198  1.154  0.362
H  4.350  0.318  2.538  0.364
H  3.766  1.520  4.594  0.383
H  1.777  3.015  4.635  0.378
H  0.400  3.263  2.573  0.371
H  -1.885  1.892  -3.943  0.429
H  -3.845  3.293  -3.461  0.323
H  -5.223  4.538  -1.887  0.336
H  -5.639  5.455  0.378  0.372
H  -3.951  5.085  2.172  0.378
H  -1.892  3.821  1.694  0.317
O  2.043  -4.936  -7.032  -0.674
C  1.935  -4.326  -5.975  0.603
S  0.573  -4.476  -4.872  -0.190
C  1.078  -3.289  -3.657  0.047
C  2.287  -2.703  -3.869  -0.003
S  3.159  -1.540  -2.897  -0.583
S  3.126  -3.197  -5.352  -0.194
S  -0.097  -2.991  -2.395  -0.499
C  -1.612  -2.283  0.031  -1.176
C  -0.453  -1.268  0.094  0.980
N  0.433  -1.596  1.230  0.066
C  -0.372  -1.732  2.444  -0.678
C  -1.236  -3.017  2.359  -0.599
N  -1.215  -3.456  0.916  0.044
C  0.175  -3.958  0.555  -0.825
C  1.169  -2.844  0.957  0.064
H  -1.766  -2.648  -0.985  0.393
H  -2.542  -1.888  0.436  0.318
H  -0.827  -0.256  0.199  -0.285
H  0.077  -1.349  -0.856  -0.384
H  -1.003  -0.846  2.536  0.364
H  0.274  -1.774  3.321  0.466
H  -2.271  -2.851  2.661  0.368
H  -0.824  -3.834  2.946  0.328
H  -1.873  -4.209  0.774  0.316
H  0.222  -4.112  -0.528  0.024
H  0.337  -4.903  1.075  0.355
H  1.857  -2.693  0.118  0.053
H  1.742  -3.114  1.848  0.530

Results
DFT total energy: -3206.208234 Ha
Highest occupied orbital energy: -0.1146 Ha
Total charge: -1



# 2
# C26H26N4O5

C26H26N4O5 in the gas phase in a non-equilibrium geometry (wB97M-V/def2-TZVPD, OMol25).

Last column: Mulliken charge in e.
Element x y z (Å)
C  -1.520  -1.638  4.829  -1.415
C  -0.849  -2.766  4.113  0.794
C  -0.271  -3.829  4.798  -0.516
C  0.348  -4.832  4.072  -0.557
N  0.435  -4.828  2.755  -0.722
C  -0.106  -3.809  2.095  -0.126
N  0.073  -3.907  0.714  0.088
C  -0.247  -3.014  -0.247  0.397
O  -0.871  -1.987  -0.039  -0.658
C  0.256  -3.375  -1.638  -0.784
C  1.233  -2.278  -2.122  -0.416
C  1.883  -1.660  -0.894  0.697
O  2.473  -2.364  -0.093  -0.696
N  1.756  -0.323  -0.701  0.352
C  2.328  0.240  0.511  -0.936
C  1.313  1.059  1.307  0.738
O  1.637  2.078  1.885  -0.727
N  0.075  0.539  1.339  0.566
C  -1.045  1.283  1.884  -1.457
C  -1.702  2.122  0.816  0.694
C  -1.076  3.282  0.374  -0.523
C  -1.650  4.049  -0.623  -0.547
C  -2.855  3.667  -1.188  -0.459
C  -3.480  2.510  -0.756  -0.823
C  -2.903  1.738  0.239  -0.113
C  1.108  0.602  -1.564  -0.960
C  -0.243  0.474  -1.865  1.178
C  -0.897  1.388  -2.685  -1.429
C  -0.165  2.449  -3.155  0.645
C  1.187  2.592  -2.838  0.579
C  1.851  1.681  -2.057  -1.039
O  1.674  3.725  -3.429  -0.521
C  0.581  4.310  -4.103  -0.366
O  -0.557  3.488  -3.951  -0.515
C  -0.772  -2.765  2.725  0.285
H  -2.474  -1.401  4.363  0.356
H  -1.687  -1.884  5.875  0.402
H  -0.893  -0.748  4.779  0.243
H  -0.305  -3.876  5.876  0.401
H  0.801  -5.683  4.562  0.380
H  0.658  -4.697  0.474  0.282
H  -0.596  -3.432  -2.316  0.357
H  0.756  -4.341  -1.616  0.268
H  0.725  -1.530  -2.724  0.254
H  2.020  -2.736  -2.722  0.528
H  3.182  0.886  0.290  0.327
H  2.679  -0.599  1.120  0.558
H  -0.149  -0.283  0.792  -0.269
H  -0.645  1.929  2.671  0.629
H  -1.758  0.576  2.313  0.304
H  -0.137  3.576  0.819  0.459
H  -1.159  4.952  -0.955  0.465
H  -3.304  4.268  -1.965  0.379
H  -4.420  2.207  -1.194  0.413
H  -3.392  0.833  0.570  0.368
H  -0.807  -0.344  -1.446  0.318
H  -1.942  1.281  -2.920  0.529
H  2.897  1.801  -1.834  0.532
H  0.820  4.416  -5.172  0.273
H  0.376  5.306  -3.677  0.289
H  -1.216  -1.973  2.149  0.247

Results
DFT total energy: -1601.670134 Ha
Structure (SMILES): Cc1ccnc(NC(=O)CCC(=O)N(CC(=O)NCc2ccccc2)c2ccc3c(c2)OCO3)c1
Highest occupied orbital energy: -0.2965 Ha



# 3
# C26H26N4O8PtSi

A molecular structure, C26H26N4O8PtSi in a non-equilibrium geometry (wB97M-V/def2-TZVPD, OMol25).

Last column: Mulliken charge in e.
Element x y z (Å)
Pt  0.589  0.313  -0.946  1.206
C  -0.735  -1.241  -0.698  -1.058
Si  -0.438  -1.914  1.041  -0.475
C  1.471  -1.620  1.076  -1.114
N  1.824  -0.230  0.682  1.065
C  1.650  0.637  1.868  -0.902
C  2.106  2.086  1.685  -0.762
C  3.437  2.194  0.932  -0.300
C  4.132  0.841  0.923  -1.026
C  3.256  -0.188  0.210  -0.756
C  -0.713  -3.780  1.214  0.636
C  -0.021  -4.685  0.411  -0.438
C  -0.206  -6.049  0.551  -0.744
C  -1.095  -6.534  1.498  -0.418
C  -1.793  -5.648  2.303  -0.726
C  -1.604  -4.284  2.159  -0.204
C  -1.381  -1.030  2.415  0.498
C  -0.975  -1.121  3.747  0.180
C  -1.681  -0.485  4.753  -0.754
C  -2.810  0.259  4.443  -0.520
C  -3.237  0.347  3.128  -0.663
C  -2.532  -0.297  2.126  -0.467
H  -1.750  -0.913  -0.918  0.525
H  -0.466  -1.975  -1.463  0.617
H  1.885  -2.295  0.324  0.723
H  1.959  -1.865  2.026  0.338
H  2.211  0.189  2.695  0.729
H  0.597  0.625  2.151  -0.054
H  2.196  2.510  2.687  0.522
H  1.348  2.667  1.162  0.094
H  4.075  2.958  1.376  0.462
H  3.244  2.495  -0.097  -0.119
H  4.359  0.524  1.944  0.316
H  5.079  0.908  0.385  0.488
H  3.697  -1.179  0.338  0.439
H  3.266  0.045  -0.857  0.361
H  0.670  -4.321  -0.338  0.260
H  0.340  -6.736  -0.080  0.389
H  -1.245  -7.599  1.607  0.385
H  -2.488  -6.020  3.043  0.400
H  -2.154  -3.598  2.790  0.300
H  -0.094  -1.701  3.995  0.482
H  -1.351  -0.571  5.780  0.406
H  -3.356  0.765  5.227  0.392
H  -4.119  0.920  2.878  0.436
H  -2.882  -0.239  1.105  0.398
O  2.220  3.902  -2.212  -0.701
C  1.606  2.858  -2.303  0.118
O  1.922  1.765  -1.722  -0.653
C  0.376  2.837  -3.226  0.512
C  0.225  3.951  -4.020  -0.253
C  -0.850  4.068  -4.896  -0.540
C  -1.793  3.059  -4.969  -0.378
C  -1.641  1.923  -4.203  -0.261
C  -0.535  1.739  -3.297  0.755
O  -0.465  0.638  -2.650  -0.818
N  -2.674  0.912  -4.308  0.966
O  -2.440  -0.226  -3.964  -0.589
O  -3.744  1.281  -4.762  -0.629
N  -0.980  5.248  -5.718  1.058
O  -0.119  6.100  -5.623  -0.632
O  -1.943  5.319  -6.455  -0.639
H  0.956  4.745  -3.967  0.633
H  -2.643  3.153  -5.629  0.609
O  -0.945  1.798  0.899  -0.115
N  -0.799  1.769  -0.255  0.012

Results
DFT total energy: -2235.875192 Ha
Highest occupied orbital energy (spin up / spin down): -0.3227 / -0.3227 Ha



# 4
# C26H27AsBrCuF6N2OP

A molecular structure, C26H27AsBrCuF6N2OP (wB97M-V/def2-TZVPD, OMol25).

Last column: Löwdin spin population.
Element x y z (Å)
Cu  -1.532  -1.395  0.322  0.622
N  -2.269  -1.051  2.230  0.025
C  -3.510  -1.809  2.473  0.002
C  -3.473  -3.102  1.672  0.007
N  -3.102  -2.779  0.285  0.076
H  -1.535  -1.277  2.891  0.001
H  -2.458  -0.053  2.284  0.002
H  -4.342  -1.191  2.141  0.000
H  -3.655  -2.030  3.532  0.001
H  -4.437  -3.612  1.740  0.003
H  -2.709  -3.772  2.073  0.000
H  -3.837  -2.249  -0.176  0.000
H  -2.917  -3.606  -0.270  0.001
F  -4.077  -0.222  -0.057  0.003
P  -4.562  1.334  0.226  0.000
F  -4.972  2.847  0.534  0.000
F  -5.647  1.208  -0.934  0.000
F  -5.606  0.776  1.319  0.000
F  -3.441  1.827  -0.835  0.000
F  -3.417  1.414  1.414  0.000
Br  0.394  -1.902  -6.015  -0.001
C  -0.240  -1.765  -4.229  -0.006
C  -0.244  -2.890  -3.424  0.005
C  -0.658  -2.761  -2.102  0.014
C  -1.072  -1.541  -1.566  0.135
C  -1.089  -0.442  -2.428  0.023
C  -0.669  -0.540  -3.750  0.007
H  0.082  -3.844  -3.817  0.001
H  -0.628  -3.652  -1.479  0.002
H  -1.443  0.524  -2.080  0.004
H  -0.676  0.326  -4.398  0.001
O  0.283  -0.873  1.038  0.064
As  1.400  0.282  0.583  0.004
C  2.089  0.030  -1.180  -0.001
C  2.374  1.130  -1.979  0.000
C  2.904  0.932  -3.247  0.000
C  3.142  -0.356  -3.704  0.000
C  2.852  -1.451  -2.902  0.000
C  2.325  -1.263  -1.634  0.000
C  2.886  0.180  1.787  0.004
C  4.177  -0.026  1.318  0.001
C  5.231  -0.105  2.220  0.000
C  4.991  0.023  3.579  0.001
C  3.698  0.231  4.047  0.000
C  2.644  0.310  3.152  0.001
C  0.709  2.054  0.722  -0.001
C  1.539  3.103  1.111  0.000
C  1.022  4.388  1.174  0.000
C  -0.312  4.617  0.856  0.000
C  -1.136  3.569  0.471  0.000
C  -0.621  2.283  0.398  0.000
H  2.169  2.134  -1.626  0.000
H  3.118  1.783  -3.880  0.000
H  3.538  -0.510  -4.699  0.000
H  3.016  -2.454  -3.274  0.000
H  2.070  -2.112  -1.012  0.000
H  4.363  -0.125  0.255  0.000
H  6.238  -0.266  1.859  0.000
H  5.813  -0.038  4.280  0.000
H  3.514  0.332  5.108  0.000
H  1.635  0.473  3.512  0.000
H  2.575  2.920  1.371  0.000
H  1.657  5.209  1.478  0.000
H  -0.712  5.621  0.914  0.000
H  -2.178  3.734  0.232  0.000
H  -1.273  1.473  0.097  0.001

Results
Expectation value of S²: 0.75
Multiplicity: 2
DFT total energy: -8582.767618 Ha
Highest occupied orbital energy (spin up / spin down): -0.3058 / -0.3124 Ha